# 1
Molecular formula: H2KO
Method: DFT, ωB97M-V/def2-TZVPD

Output
energy relative to the best compared isomer or geometry (same formula, charge and spin): 4.6 kcal per mole
net charge: +1
lowest unoccupied orbital energy: -4.39 eV
molecular weight: 57.11 g mol⁻¹

Geometry as XYZ:
```
4
H2KO ωB97M-V/def2-TZVPD
O 0.40106 -0.12124 3.02803
H 0.43851 -1.09936 2.92737
H 1.05451 0.08049 3.73554
K 0.02722 -0.01236 0.19775
```

---

# 2
Molecular formula: H2N2O2
Method: DFT, ωB97M-V/def2-TZVPD

Output
energy relative to the best compared isomer or geometry (same formula, charge and spin): 81.2 kcal per mole
net charge: 0
lowest unoccupied orbital energy: 0.80 eV
molecular weight: 62.03 g mol⁻¹
structure (SMILES): [H]/N=N/OO

Geometry as XYZ:
```
6
H2N2O2 ωB97M-V/def2-TZVPD
H 2.23404 -0.20654 -0.51049
N 1.53909 0.10860 0.21911
N 0.35934 -0.12702 -0.04071
O -0.54098 0.45850 0.76147
O -1.77970 0.20657 0.15174
H -1.81178 -0.44011 -0.58112
```

---

# 3
Molecular formula: H2N2O2
Method: DFT, ωB97M-V/def2-TZVPD

Output
energy relative to the best compared isomer or geometry (same formula, charge and spin): 70.4 kcal per mole
net charge: 0
lowest unoccupied orbital energy (alpha / beta): 0.94 / -0.29 eV
molecular weight: 62.03 g mol⁻¹

Geometry as XYZ:
```
6
H2N2O2 ωB97M-V/def2-TZVPD
N 3.03464 0.55149 -0.30178
N 0.19164 -0.40532 0.27963
O 3.67204 -0.14011 0.36019
O 1.14949 -0.93489 -0.40436
H -0.09897 -0.78994 1.21247
H -0.61003 -0.12590 -0.36745
```

---

Question: Among the records above, which one has the lowest energy relative to the best compared isomer or geometry (same formula, charge and spin)?
Answer: H2KO

---

Please write out number 1 again, unchanged.
Molecular formula: H2KO
Method: DFT, ωB97M-V/def2-TZVPD

Output
energy relative to the best compared isomer or geometry (same formula, charge and spin): 4.6 kcal per mole
net charge: +1
lowest unoccupied orbital energy: -4.39 eV
molecular weight: 57.11 g mol⁻¹

Geometry as XYZ:
```
4
H2KO ωB97M-V/def2-TZVPD
O 0.40106 -0.12124 3.02803
H 0.43851 -1.09936 2.92737
H 1.05451 0.08049 3.73554
K 0.02722 -0.01236 0.19775
```

---

Question: Which value of net charge does entry 1 give?
Answer: +1

---

Copy entry 3 word for word.
Molecular formula: H2N2O2
Method: DFT, ωB97M-V/def2-TZVPD

Output
energy relative to the best compared isomer or geometry (same formula, charge and spin): 70.4 kcal per mole
net charge: 0
lowest unoccupied orbital energy (alpha / beta): 0.94 / -0.29 eV
molecular weight: 62.03 g mol⁻¹

Geometry as XYZ:
```
6
H2N2O2 ωB97M-V/def2-TZVPD
N 3.03464 0.55149 -0.30178
N 0.19164 -0.40532 0.27963
O 3.67204 -0.14011 0.36019
O 1.14949 -0.93489 -0.40436
H -0.09897 -0.78994 1.21247
H -0.61003 -0.12590 -0.36745
```